[1]
A structure of composition C55H47FeIN3P3SSi at a distorted geometry. Source: the OMol25 dataset; level of theory: ωB97M-V/def2-TZVPD.

Geometry as ORCA input:
```
! RIJCOSX wB97M-V def2-TZVPD def2/J DEFGRID3
* xyz 0 5
I -16.701 10.327 -1.802
Fe -16.606 12.901 -1.761
S -18.622 13.718 -0.802
P -17.322 13.532 -4.298
P -12.460 12.539 -0.200
P -15.605 16.213 -1.533
Si -14.253 13.544 -2.849
N -16.064 12.978 0.409
N -17.104 13.089 1.315
N -19.275 13.509 1.748
C -19.509 16.487 -6.248
C -18.539 15.856 -3.700
C -13.668 10.775 3.276
C -13.760 16.283 -1.857
C -16.963 20.277 -3.417
C -11.540 10.319 -1.834
C -13.027 11.551 2.332
C -17.648 9.755 -5.989
C -19.704 17.335 -5.155
C -13.185 15.085 -2.416
C -19.851 10.499 -5.441
C -14.075 10.317 0.509
C -11.524 17.306 -1.612
C -11.849 15.154 -2.653
C -16.035 18.069 -3.552
C -18.977 9.476 -5.856
C -12.829 11.195 -4.115
C -14.934 14.217 -7.512
C -13.431 13.938 -5.566
C -8.907 14.259 0.664
C -18.863 15.285 -6.008
C -11.481 9.519 -3.014
C -10.996 16.224 -2.290
C -17.966 12.018 -5.172
C -8.103 13.235 1.102
C -19.324 11.761 -5.084
C -17.005 16.644 2.301
C -12.206 9.956 -4.140
C -16.963 16.711 0.885
C -15.954 13.863 -6.721
C -12.930 11.997 -2.969
C -14.821 9.535 1.457
C -14.691 15.935 1.036
C -10.257 14.018 0.399
C -19.291 17.015 -3.870
C -8.571 11.938 1.273
C -14.583 13.845 -4.713
C -18.321 13.410 0.814
C -13.216 11.348 0.946
C -9.935 11.722 0.850
C -12.214 11.567 -1.838
C -16.575 19.017 -1.424
C -13.677 14.300 -6.888
C -15.762 16.399 0.234
C -16.091 17.892 -2.158
C -10.784 12.718 0.460
C -18.365 15.007 -4.725
C -17.092 11.004 -5.648
C -14.628 9.831 2.815
C -15.839 13.873 -5.305
C -16.975 20.224 -1.983
C -14.783 15.802 2.427
C -12.941 17.289 -1.396
C -15.971 16.132 3.058
C -16.483 19.232 -4.149
H -10.276 10.768 1.101
H -10.917 8.635 -3.086
H -14.343 10.184 -0.465
H -20.906 10.356 -5.428
H -7.018 13.399 1.303
H -20.258 18.247 -5.195
H -12.140 9.419 -5.080
H -13.424 10.877 4.311
H -16.427 19.081 -0.368
H -16.379 19.297 -5.223
H -15.974 11.156 -5.708
H -15.038 14.369 -8.576
H -13.910 15.474 2.976
H -12.215 12.229 2.654
H -18.696 14.628 -6.845
H -17.837 17.102 2.821
H -15.785 17.176 -4.169
H -10.994 18.168 -1.341
H -17.313 21.190 -3.865
H -16.075 15.904 4.136
H -15.097 9.181 3.558
H -10.815 14.897 0.286
H -15.660 12.063 0.402
H -8.630 15.300 0.647
H -18.130 15.569 -2.693
H -15.467 8.847 1.090
H -16.918 13.272 2.252
H -16.897 8.981 -6.276
H -19.483 17.668 -3.062
H -12.466 13.815 -5.146
H -19.158 13.107 2.652
H -13.238 11.543 -5.074
H -13.690 15.788 0.641
H -11.372 14.338 -3.090
H -17.350 21.120 -1.492
H -16.865 13.649 -7.256
H -20.281 13.589 1.385
H -19.978 16.720 -7.192
H -19.387 8.493 -6.029
H -10.916 9.938 -1.032
H -15.351 13.663 0.685
H -19.953 12.492 -4.633
H -9.948 16.368 -2.632
H -7.960 11.124 1.717
H -17.776 17.017 0.276
H -12.808 14.489 -7.533
H -13.411 18.083 -0.869
*
```

- LUMO level (spin up / spin down) (eV) = 0.1 / 0.1
- expectation value of S² = 6.020
- ΔE to the lowest compared entry with this formula, charge and spin (kcal per mole) = 0.00
- HOMO (spin up / spin down) (eV) = -6.155 / -6.840


[2]
A structure of composition C55H48CaN3O3STe. Source: the OMol25 dataset; level of theory: ωB97M-V/def2-TZVPD.

Geometry as ORCA input:
```
! RIJCOSX wB97M-V def2-TZVPD def2/J DEFGRID3
* xyz -2 2
Te -1.722 -1.228 -1.288
Ca 1.629 0.286 0.863
S 5.071 -0.187 0.116
O 5.355 1.225 -0.050
O 6.226 -1.005 0.441
O 0.063 0.956 2.295
N 3.824 -0.469 1.055
N 1.872 -1.341 2.804
N -0.553 -0.576 0.674
C 4.163 0.277 5.231
C -1.464 -7.059 1.449
C -0.017 5.306 1.076
C 5.384 -0.580 -2.510
C 3.214 -1.240 -1.716
C -0.820 -4.139 -0.911
C 5.140 0.684 4.371
C 1.246 4.966 0.396
C -2.355 -3.412 0.802
C -2.298 -4.689 1.357
C 3.731 -1.388 -4.061
C 4.170 6.646 -1.246
C -2.712 -2.192 -3.104
C 3.156 5.750 -0.965
C 3.981 -0.210 2.427
C -3.885 -3.234 -5.484
C -4.603 -3.273 -1.782
C -2.167 -1.927 -4.377
C -0.541 6.605 1.107
C -4.441 -3.472 -4.238
C -3.881 -2.965 -3.066
C -2.001 4.545 2.238
C 4.475 -0.738 -1.464
C -0.949 -1.060 -4.561
C -1.765 6.868 1.703
C 0.068 -3.902 -2.100
C -4.174 2.101 1.106
C 2.511 7.078 0.925
C 5.056 0.447 2.986
C -0.793 -5.403 -0.329
C -0.827 0.342 1.523
C 3.531 7.972 0.643
C 1.996 -0.889 5.532
C -2.501 5.841 2.278
C 1.517 2.449 -0.276
C 3.046 -0.411 4.707
C -2.723 0.838 3.090
C -3.197 -2.397 1.504
C -2.194 0.911 1.804
C -1.530 -5.700 0.806
C 0.927 -1.762 3.592
C -2.927 1.561 0.820
C -0.781 4.277 1.646
C 4.363 7.770 -0.451
C -4.488 -3.816 -6.732
C 0.947 -1.563 4.991
C 2.287 5.955 0.116
C -2.747 -2.445 -5.531
C 2.836 -1.553 -3.020
C -4.707 1.995 2.381
C 5.012 -0.909 -3.800
C 2.935 -0.666 3.328
C 1.422 3.661 -0.029
C -3.972 1.363 3.377
C -1.624 -3.136 -0.356
H -2.289 -2.226 -6.492
H 6.368 -0.186 -2.304
H 4.824 6.458 -2.090
H -3.460 6.045 2.741
H 6.006 1.216 4.746
H -5.348 -4.067 -4.169
H 2.502 -1.424 -0.922
H 5.851 0.813 2.355
H 4.220 0.472 6.294
H -2.131 0.377 3.870
H 2.042 -0.695 6.599
H 0.670 -4.788 -2.307
H -2.564 3.718 2.658
H 0.128 -1.924 5.599
H 5.717 -0.776 -4.610
H -0.423 3.253 1.623
H -2.317 -7.215 2.111
H 3.020 4.860 -1.566
H -0.557 -7.175 2.047
H 3.432 -1.631 -5.073
H 0.744 -3.067 -1.910
H 1.835 -1.921 -3.208
H -2.151 7.882 1.697
H -0.437 -1.298 -5.496
H -4.142 -4.101 -1.243
H -3.880 -4.633 -7.131
H -0.013 7.412 0.617
H -4.592 -2.413 -1.112
H -5.483 -4.216 -6.537
H -2.883 -4.893 2.248
H 5.162 8.468 -0.671
H -3.710 -1.720 0.818
H -0.168 -6.169 -0.774
H -0.502 -3.648 -2.993
H -4.369 1.287 4.382
H 0.088 -2.252 3.108
H -1.216 -0.001 -4.595
H -4.727 2.608 0.326
H -1.467 -7.858 0.705
H -0.243 -1.166 -3.736
H -5.641 -3.541 -1.986
H -4.578 -3.069 -7.523
H -2.509 1.655 -0.173
H -2.567 -1.763 2.122
H 3.684 8.825 1.297
H -3.932 -2.893 2.141
H -5.684 2.409 2.600
H 1.901 7.229 1.805
*
```

- LUMO level (spin up / spin down) (eV) = 3.9 / 3.9
- expectation value of S² = 0.783
- ΔE to the lowest compared entry with this formula, charge and spin (kcal per mole) = 10.12
- HOMO (spin up / spin down) (eV) = -1.610 / -1.931


Q: Which of these has the lowest expectation value of S²?
A: C55H48CaN3O3STe